w:
Formula: C4H4NOS
Source: OMol25
Level of theory: the ωB97M-V functional and the def2-TZVPD basis

SMILES: Nc1cocc1[S-]
LUMO level: 3.995 eV
Orbital gap: 6.133 eV
Molar mass: 114.15 g mol⁻¹

Geometry as ORCA input:
```
! RIJCOSX wB97M-V def2-TZVPD def2/J DEFGRID3
* xyz -1 1
C 0.3263 -0.2681 -0.1995
C -0.0170 0.9051 0.5365
S 1.1745 2.0930 1.1201
H -1.1421 -1.9699 -0.5903
H 1.7099 -1.2357 -1.5261
C -1.3498 0.8469 0.7674
O -1.8480 -0.2224 0.2308
H -1.9845 1.4371 1.3568
H 2.4363 -0.1185 -0.5951
N 1.5411 -0.5304 -0.7419
C -0.8466 -0.9370 -0.3585
*
```

Mulliken population analysis, charges in e, atoms 1 to 5: 0.46 -0.12 -0.63 0.32 0.18

=====

x:
Formula: C4H4NOS
Source: OMol25
Level of theory: the ωB97M-V functional and the def2-TZVPD basis

LUMO level (alpha / beta): 3.432 / 3.432 eV
Orbital gap (alpha / beta): 6.428 / 6.428 eV
Molar mass: 114.15 g mol⁻¹

Geometry as ORCA input:
```
! RIJCOSX wB97M-V def2-TZVPD def2/J DEFGRID3
* xyz -1 1
H -0.9193 -0.6972 -1.1832
H 0.8152 -0.2183 1.3973
H 0.3741 -1.9211 -0.7529
H -1.2712 -1.9384 0.0144
C -0.0585 -0.1576 0.6156
N -1.8423 1.2791 1.8394
O 2.3809 1.3951 -0.0707
C -1.0381 0.6314 1.2636
C 1.3597 1.3166 -0.6736
S 0.6317 1.5600 -2.0836
C -0.4321 -1.2498 -0.3663
*
```

Mulliken population analysis, charges in e, atoms 1 to 5: 0.23 0.22 0.25 0.28 -0.45

=====

Q: Which of them is the least stable? A: w.

=====

w:
Formula: C4H6FNOS
Source: OMol25
Level of theory: the ωB97M-V functional and the def2-TZVPD basis

SMILES: C/C=C(/F)C(=O)NS
LUMO level: 0.268 eV
Orbital gap: 10.167 eV
Molar mass: 135.16 g mol⁻¹

Geometry as ORCA input:
```
! RIJCOSX wB97M-V def2-TZVPD def2/J DEFGRID3
* xyz 0 1
H 0.7521 0.5015 -0.7291
H 0.1176 1.7846 1.2187
H -2.3793 0.3379 -0.5391
S 3.0145 -0.4253 -0.0637
H 3.1201 -0.9448 -1.3916
C -0.7799 1.5333 0.4139
H -1.6342 1.9425 1.0211
O 0.8229 -2.3983 0.8353
C -0.8980 -1.0434 -0.0684
H -0.6347 2.2174 -0.3864
C -1.4023 0.2130 -0.0455
N 1.2649 -0.2872 -0.1668
C 0.4769 -1.3690 0.2660
F -1.8406 -2.0622 -0.3645
*
```

Mulliken population analysis, charges in e, atoms 1 to 5: 0.31 0.27 0.35 -0.16 0.16

=====

x:
Formula: C4H6FNOS
Source: OMol25
Level of theory: the ωB97M-V functional and the def2-TZVPD basis

SMILES: O=C1C[C@@H](CF)N1S
LUMO level: 0.622 eV
Orbital gap: 10.448 eV
Molar mass: 135.16 g mol⁻¹

Geometry as ORCA input:
```
! RIJCOSX wB97M-V def2-TZVPD def2/J DEFGRID3
* xyz 0 1
C -1.4827 0.0223 -0.2211
H 0.4944 1.9796 -1.3266
C -0.0202 -0.0256 -0.7069
N 0.2760 -1.0702 0.2508
F 0.5170 1.7599 0.6762
C 0.7960 1.2216 -0.5640
C -0.9816 -1.0428 0.8229
H -2.2014 -0.3972 -0.9703
H 0.0886 -0.4705 -1.7337
H 1.8591 0.9878 -0.6239
O -1.3783 -1.5467 1.8311
S 1.7586 -1.6823 0.7753
H 2.1712 -0.7120 1.6392
H -1.8966 0.9759 0.1508
*
```

Mulliken population analysis, charges in e, atoms 1 to 5: -0.43 0.30 0.12 -0.01 -0.30

=====

Q: Which of them is the least stable? A: w.

=====

w:
Formula: C8H10OS
Source: OMol25
Level of theory: the ωB97M-V functional and the def2-TZVPD basis

SMILES: CC1=C[C@@H]2S[C@]2(O)C=C1C
LUMO level: 0.520 eV
Orbital gap: 8.739 eV
Molar mass: 154.23 g mol⁻¹

Geometry as ORCA input:
```
! RIJCOSX wB97M-V def2-TZVPD def2/J DEFGRID3
* xyz 0 1
C -1.5628 -1.1338 -0.1839
O 3.3839 1.0979 -1.1050
H -2.2846 -0.3293 -0.6163
S 3.1406 -0.4822 1.1311
H 0.7831 -2.4306 -0.9084
H -1.7705 1.7751 0.2560
H -1.7866 -1.2367 0.9204
H -0.5035 2.2227 1.2819
C 2.4987 0.4174 -0.3390
H 4.2630 0.6962 -1.1389
H 1.3024 2.3069 0.3626
H -1.4836 0.7111 1.7455
C 0.0749 0.6878 0.3776
C -0.1539 -0.6888 -0.1090
H 2.9493 -1.6628 -1.0246
C 2.2125 -1.0488 -0.4722
C 0.8323 -1.4735 -0.4949
C -1.0318 1.3614 0.9643
C 1.2227 1.2962 0.1008
H -1.7623 -1.9546 -0.9187
*
```

Mulliken population analysis, charges in e, atoms 1 to 5: -1.38 -0.54 0.27 -0.22 0.43

=====

x:
Formula: C8H10OS
Source: OMol25
Level of theory: the ωB97M-V functional and the def2-TZVPD basis

LUMO level: 0.678 eV
Orbital gap: 9.548 eV
Molar mass: 154.23 g mol⁻¹

Geometry as ORCA input:
```
! RIJCOSX wB97M-V def2-TZVPD def2/J DEFGRID3
* xyz 0 1
H -0.5513 -1.9103 -1.0638
C -1.0905 1.2996 1.5074
C -1.3183 -1.1561 0.8751
C 2.8642 -0.9687 -1.5152
H 2.8040 0.5080 0.2368
C -1.1085 2.1778 0.5397
C 0.1981 0.0411 -0.2028
H -2.3431 -0.9902 1.1677
C -0.3015 0.0229 1.1923
S -0.2301 1.7016 -0.9805
H 0.4890 -0.2534 1.9122
H -0.9657 -1.9705 1.5176
C 2.4380 -0.2085 -0.4802
H -1.6439 1.3220 2.4343
C -0.8242 -1.0430 -0.5926
H 3.8692 -0.9790 -1.9200
H 2.1553 -1.6378 -2.1485
H -1.5920 3.1427 0.5362
O -1.3181 1.3402 -1.8763
H -1.5305 -0.4384 -1.1393
*
```

Mulliken population analysis, charges in e, atoms 1 to 5: 0.43 -0.42 -0.87 -0.59 0.36

=====

Q: Which of them is the least stable? A: x.

=====

w:
Formula: C3H2N3O
Source: OMol25
Level of theory: the ωB97M-V functional and the def2-TZVPD basis

LUMO level (alpha / beta): -7.370 / -7.351 eV
Orbital gap (alpha / beta): 7.289 / 7.317 eV
Molar mass: 96.07 g mol⁻¹

Geometry as ORCA input:
```
! RIJCOSX wB97M-V def2-TZVPD def2/J DEFGRID3
* xyz 1 1
N 3.3904 0.0962 0.1350
C -1.1244 -0.6620 -0.0188
H -1.9228 -1.3855 0.0176
C -1.2660 0.7835 -0.0111
N 2.3060 -0.1812 0.0350
H -2.2738 1.1909 0.0549
O 0.0893 -1.0795 -0.0515
C 1.0704 -0.2776 -0.1056
N -0.2692 1.5152 -0.0555
*
```

Mulliken population analysis, charges in e, atoms 1 to 5: -0.43 -0.04 0.45 0.11 0.74

=====

x:
Formula: C3H2N3O
Source: OMol25
Level of theory: the ωB97M-V functional and the def2-TZVPD basis

SMILES: N#[N+]c1cnco1
LUMO level: -6.733 eV
Orbital gap: 9.322 eV
Molar mass: 96.07 g mol⁻¹

Geometry as ORCA input:
```
! RIJCOSX wB97M-V def2-TZVPD def2/J DEFGRID3
* xyz 1 1
O -0.1020 1.3261 0.0159
H -2.1146 1.8559 -0.0029
C -0.3880 -0.9968 -0.0328
C 0.6862 -0.1221 0.0409
N 3.0382 -0.3781 0.0018
N 1.9673 -0.1979 -0.0425
N -1.5818 -0.3441 0.0524
C -1.3515 0.9431 -0.0928
H -0.1538 -2.0861 0.0602
*
```

Mulliken population analysis, charges in e, atoms 1 to 5: -0.25 0.34 -0.11 0.48 -0.27

=====

y:
Formula: C3H2N3O
Source: OMol25
Level of theory: the ωB97M-V functional and the def2-TZVPD basis

LUMO level (alpha / beta): -8.920 / -7.804 eV
Orbital gap (alpha / beta): 6.472 / 7.482 eV
Molar mass: 96.07 g mol⁻¹

Geometry as ORCA input:
```
! RIJCOSX wB97M-V def2-TZVPD def2/J DEFGRID3
* xyz 1 1
H 1.5860 -0.9161 1.0548
N -3.3710 -0.2864 0.1173
N -4.5126 -0.3753 0.1211
N 0.2685 0.0212 -0.0929
C -0.9461 0.2749 -0.4601
C -2.1560 -0.1572 -0.1590
C 0.8936 -1.0971 0.3005
H -0.7387 0.9703 -1.2629
O 0.8006 -2.1923 -0.2142
*
```

Mulliken population analysis, charges in e, atoms 1 to 5: 0.41 0.58 -0.46 -0.22 -0.07

=====

Q: Which of them is the least stable? A: w.